# 1
The following is a quantum chemistry calculation of a single C10H13ClN2S molecule, from the Open Molecules 2025 dataset.

Each line ends with the Mulliken charge.
Cartesian coordinates (Å):
1 C -0.57 1.17 -0.68  -0.517
2 C -1.63 -0.99 0.77  -0.902
3 C -1.95 1.01 -0.57  0.660
4 C -0.24 -0.89 0.59  -0.237
5 C 0.28 0.25 -0.11  0.288
6 C -2.44 -0.04 0.16  0.687
7 C 2.35 0.46 1.66  -0.860
8 C 2.68 1.46 -1.30  -0.994
9 C 0.81 -2.84 0.02  -0.197
10 C -2.86 2.18 -0.94  -1.622
11 N 0.62 -1.94 0.97  -0.127
12 N 0.31 -2.66 -1.14  -0.549
13 S 2.15 0.25 -0.22  0.290
14 Cl -4.07 -0.23 0.35  -0.229
15 H -0.27 1.99 -1.32  0.388
16 H -2.10 -1.88 1.17  0.404
17 H 1.98 -0.36 2.30  0.249
18 H 3.42 0.71 1.84  0.353
19 H 2.93 2.45 -1.09  0.315
20 H 3.50 0.97 -1.82  0.246
21 H 1.67 1.27 1.97  0.321
22 H 1.35 -3.79 0.25  0.374
23 H -2.28 3.04 -1.14  0.428
24 H -3.57 1.99 -1.75  0.287
25 H -3.41 2.31 -0.02  0.418
26 H 0.80 -2.39 1.87  0.296
27 H 0.55 -3.50 -1.81  0.233

Summary:
- E: -1356.6024 hartree
- Kohn-Sham gap: 8.0 eV
- M: 228.7 g mol⁻¹
- Energy relative to the best compared isomer or geometry (same formula, charge and spin): 96.7 kcal per mole

# 2
The following is a quantum chemistry calculation of C25H26F3N7OPtS as an isolated structure, from the Open Molecules 2025 dataset.

Each line ends with the Mulliken charge.
Cartesian coordinates (Å):
1 Pt 0.05 -0.30 0.60  1.757
2 O -2.42 -3.24 2.00  -0.663
3 C -1.53 -2.57 1.51  -0.155
4 N -1.49 -1.22 1.46  -0.186
5 C -2.55 -0.45 2.07  -1.448
6 C -2.24 0.99 1.90  0.984
7 C -2.99 1.99 2.50  -1.001
8 C -2.68 3.32 2.27  -0.430
9 C -1.62 3.63 1.43  -1.033
10 C -0.91 2.60 0.85  -0.339
11 N -1.21 1.31 1.09  -0.044
12 C -0.32 -3.14 0.85  0.845
13 C -0.17 -4.50 0.66  -0.789
14 C 0.95 -4.95 -0.03  -0.444
15 C 1.88 -4.03 -0.49  -1.042
16 C 1.68 -2.69 -0.25  0.295
17 N 0.59 -2.26 0.41  -0.038
18 H -2.68 -0.71 3.13  0.647
19 H -3.52 -0.68 1.61  0.575
20 H -3.81 1.71 3.15  0.582
21 H -3.27 4.10 2.72  0.470
22 H -1.34 4.65 1.22  0.527
23 H -0.08 2.79 0.18  0.630
24 H -0.93 -5.16 1.05  0.566
25 H 1.08 -6.01 -0.22  0.474
26 H 2.76 -4.34 -1.03  0.485
27 H 2.39 -1.94 -0.57  0.569
28 F 1.97 4.63 3.26  -0.244
29 C 2.60 3.58 2.71  0.657
30 F 3.85 3.56 3.17  -0.238
31 F 2.64 3.78 1.39  -0.223
32 C 1.87 2.31 3.07  -0.616
33 C 1.48 2.14 4.39  -0.520
34 C 0.77 1.00 4.78  -1.177
35 C 0.45 0.08 3.82  -0.045
36 N 0.82 0.24 2.54  -0.103
37 C 1.54 1.31 2.17  1.455
38 S 1.90 1.18 0.47  -0.515
39 H 1.72 2.90 5.13  0.518
40 H 0.49 0.84 5.81  0.488
41 H -0.10 -0.83 4.06  0.579
42 C 2.19 -0.51 -4.62  -0.733
43 C 2.64 0.23 -3.38  -0.659
44 N 1.73 -0.11 -2.29  0.232
45 C 0.40 -0.26 -2.44  0.799
46 N -0.40 -0.37 -1.36  -0.707
47 C -1.85 -0.60 -1.55  -0.359
48 C -2.34 0.04 -2.83  -0.970
49 C -1.52 -0.52 -3.96  -0.720
50 N -0.09 -0.33 -3.68  0.084
51 C 0.74 -0.17 -4.88  -0.717
52 H 2.30 -1.58 -4.47  0.305
53 H 2.80 -0.22 -5.48  0.383
54 H 2.65 1.31 -3.55  0.308
55 H 3.65 -0.07 -3.09  0.401
56 H 2.06 0.01 -1.35  -0.250
57 H -2.38 -0.18 -0.70  0.196
58 H -2.05 -1.68 -1.56  0.216
59 H -2.23 1.12 -2.78  0.331
60 H -3.40 -0.19 -2.98  0.405
61 H -1.75 -0.02 -4.90  0.539
62 H -1.73 -1.59 -4.09  0.288
63 H 0.65 0.86 -5.24  0.331
64 H 0.34 -0.82 -5.66  0.483

Summary:
- E: -2243.4776 hartree
- Kohn-Sham gap: 8.2 eV
- Total charge: +2
- M: 724.7 g mol⁻¹
- Energy relative to the best compared isomer or geometry (same formula, charge and spin): 0.4 kcal per mole

# 3
The following is a quantum chemistry calculation of a single CHNO3S2 molecule, from the Open Molecules 2025 dataset.

Each line ends with the Mulliken charge.
Cartesian coordinates (Å):
1 O 1.26 -1.73 0.04  -0.464
2 N 0.11 -1.69 -0.27  1.017
3 O -0.81 -2.36 -0.25  -0.435
4 O -0.17 -0.36 -0.89  -0.320
5 C -0.21 0.61 0.10  0.462
6 S -0.80 0.54 1.59  -0.250
7 S 0.27 2.08 -0.69  -0.180
8 H 0.33 2.91 0.38  0.171

Summary:
- E: -1115.3855 hartree
- Kohn-Sham gap: 9.0 eV
- M: 139.2 g mol⁻¹
- Energy relative to the best compared isomer or geometry (same formula, charge and spin): 30.7 kcal per mole
- SMILES: O=[N+]([O-])OC(=S)S

# 4
The following is a quantum chemistry calculation of a single C4H9NO2 molecule, from the Open Molecules 2025 dataset.

Each line ends with the Mulliken charge.
Cartesian coordinates (Å):
1 C 1.24 1.72 -0.61  -1.306
2 C 0.91 0.27 -0.28  0.528
3 O 1.03 0.05 1.12  -0.572
4 C -0.52 -0.08 -0.68  -0.792
5 C -0.93 -1.54 -0.56  0.399
6 N -0.66 -2.10 0.66  -0.377
7 O -1.50 -2.13 -1.46  -0.626
8 H 0.58 2.38 -0.03  0.318
9 H 1.11 1.93 -1.67  0.356
10 H 2.28 1.95 -0.34  0.372
11 H 1.59 -0.40 -0.82  0.258
12 H 1.96 0.13 1.36  0.326
13 H -1.20 0.49 -0.02  0.362
14 H -0.72 0.23 -1.71  0.307
15 H -1.29 -2.81 0.99  0.222
16 H -0.15 -1.55 1.33  0.226

Summary:
- E: -363.0691 hartree
- Kohn-Sham gap: 10.3 eV
- M: 103.1 g mol⁻¹
- Energy relative to the best compared isomer or geometry (same formula, charge and spin): 10.3 kcal per mole
- SMILES: C[C@@H](O)CC(N)=O

# 5
The following is a quantum chemistry calculation of C17H21BCdN6O3S as an isolated structure, from the Open Molecules 2025 dataset.

Each line ends with the Mulliken charge.
Cartesian coordinates (Å):
1 C -2.90 0.10 0.04  0.052
2 N -1.94 0.49 -0.75  -0.393
3 N -2.49 0.79 -2.00  0.332
4 C -3.81 0.64 -1.94  0.055
5 C -4.14 0.19 -0.64  -1.153
6 B -1.52 1.25 -3.21  0.033
7 N -0.52 2.41 -2.85  0.420
8 N 0.21 2.38 -1.71  -0.649
9 C 0.96 3.48 -1.64  -0.099
10 C 0.66 4.29 -2.76  -1.047
11 C -0.29 3.58 -3.51  -0.093
12 Cd 0.03 0.53 -0.33  1.075
13 N -0.73 0.04 -3.79  0.141
14 N 0.21 -0.60 -3.04  -0.026
15 C 0.65 -1.65 -3.77  -0.212
16 C 0.02 -1.62 -5.05  -0.809
17 C -0.83 -0.53 -5.01  0.108
18 H 1.37 -2.39 -3.44  0.497
19 H -1.50 -0.09 -5.73  0.466
20 H 0.16 -2.29 -5.89  0.438
21 H -2.27 1.64 -4.08  -0.086
22 H -0.83 3.79 -4.42  0.454
23 H -4.38 0.89 -2.87  0.434
24 H 1.08 5.25 -3.00  0.415
25 H -5.11 -0.05 -0.23  0.409
26 H 1.66 3.68 -0.82  0.424
27 H -2.63 -0.22 1.10  0.354
28 H 1.73 0.06 -1.17  0.014
29 C 2.23 0.48 -0.28  -0.937
30 H 2.66 1.32 -0.63  0.625
31 H 1.61 0.92 0.54  0.326
32 H 2.60 -0.32 0.14  0.421
33 C 1.73 -1.10 6.86  -1.375
34 C 1.32 -1.43 5.46  1.054
35 C 2.20 -1.12 4.42  -0.783
36 C 1.86 -1.37 3.11  -0.231
37 C 0.49 -1.70 2.83  0.968
38 C -0.31 -2.27 3.88  -0.935
39 C 0.08 -2.02 5.19  -0.555
40 S 0.14 -2.28 0.64  0.526
41 O -0.14 -0.95 1.84  -0.395
42 O 1.51 -2.68 0.94  -0.498
43 O -0.22 -1.75 -0.68  -0.415
44 H 2.66 -1.63 7.14  0.366
45 H 1.94 -0.02 6.98  0.362
46 H 0.96 -1.38 7.58  0.371
47 H 3.16 -0.66 4.61  0.451
48 H 2.54 -1.12 2.29  0.301
49 H -1.27 -2.73 3.62  0.444
50 H -0.61 -2.25 6.02  0.356

Summary:
- E: -1804.6923 hartree
- Kohn-Sham gap (alpha / beta): 4.6 / 5.9 eV
- Total charge: +2
- M: 512.7 g mol⁻¹
- Energy relative to the best compared isomer or geometry (same formula, charge and spin): 67.2 kcal per mole

# 6
The following is a quantum chemistry calculation of a single C4H9NO3S2 molecule, from the Open Molecules 2025 dataset.

Each line ends with the Mulliken spin population.
Cartesian coordinates (Å):
1 C -1.25 -1.55 -0.30  0.864
2 C -0.31 0.42 -1.59  0.025
3 C -0.97 -1.00 -1.66  0.061
4 C 1.43 1.36 2.30  0.015
5 N 0.81 -0.07 0.37  0.729
6 O -0.75 -0.03 2.30  0.018
7 O -0.75 1.89 0.83  0.007
8 O 0.88 0.36 -0.88  0.174
9 S 0.09 -1.98 -2.75  0.014
10 S -0.01 0.82 1.43  0.029
11 H -2.03 -1.13 0.46  -0.017
12 H -0.57 -2.21 0.12  0.018
13 H -0.01 0.67 -2.70  -0.004
14 H -1.01 1.24 -1.25  0.005
15 H -2.01 -1.03 -2.12  0.040
16 H 2.02 2.08 1.67  0.000
17 H 1.41 1.71 3.30  0.016
18 H 1.77 0.36 2.40  0.007
19 H 1.25 -1.91 -1.93  0.000

Summary:
- <S²>: 2.01
- E: -1234.3938 hartree
- 2S+1: 3
- Kohn-Sham gap (alpha / beta): 8.8 / 6.9 eV
- M: 183.3 g mol⁻¹
- Energy relative to the best compared isomer or geometry (same formula, charge and spin): 32.0 kcal per mole

What did the second record say?
The following is a quantum chemistry calculation of C25H26F3N7OPtS as an isolated structure, from the Open Molecules 2025 dataset.

Each line ends with the Mulliken charge.
Cartesian coordinates (Å):
1 Pt 0.05 -0.30 0.60  1.757
2 O -2.42 -3.24 2.00  -0.663
3 C -1.53 -2.57 1.51  -0.155
4 N -1.49 -1.22 1.46  -0.186
5 C -2.55 -0.45 2.07  -1.448
6 C -2.24 0.99 1.90  0.984
7 C -2.99 1.99 2.50  -1.001
8 C -2.68 3.32 2.27  -0.430
9 C -1.62 3.63 1.43  -1.033
10 C -0.91 2.60 0.85  -0.339
11 N -1.21 1.31 1.09  -0.044
12 C -0.32 -3.14 0.85  0.845
13 C -0.17 -4.50 0.66  -0.789
14 C 0.95 -4.95 -0.03  -0.444
15 C 1.88 -4.03 -0.49  -1.042
16 C 1.68 -2.69 -0.25  0.295
17 N 0.59 -2.26 0.41  -0.038
18 H -2.68 -0.71 3.13  0.647
19 H -3.52 -0.68 1.61  0.575
20 H -3.81 1.71 3.15  0.582
21 H -3.27 4.10 2.72  0.470
22 H -1.34 4.65 1.22  0.527
23 H -0.08 2.79 0.18  0.630
24 H -0.93 -5.16 1.05  0.566
25 H 1.08 -6.01 -0.22  0.474
26 H 2.76 -4.34 -1.03  0.485
27 H 2.39 -1.94 -0.57  0.569
28 F 1.97 4.63 3.26  -0.244
29 C 2.60 3.58 2.71  0.657
30 F 3.85 3.56 3.17  -0.238
31 F 2.64 3.78 1.39  -0.223
32 C 1.87 2.31 3.07  -0.616
33 C 1.48 2.14 4.39  -0.520
34 C 0.77 1.00 4.78  -1.177
35 C 0.45 0.08 3.82  -0.045
36 N 0.82 0.24 2.54  -0.103
37 C 1.54 1.31 2.17  1.455
38 S 1.90 1.18 0.47  -0.515
39 H 1.72 2.90 5.13  0.518
40 H 0.49 0.84 5.81  0.488
41 H -0.10 -0.83 4.06  0.579
42 C 2.19 -0.51 -4.62  -0.733
43 C 2.64 0.23 -3.38  -0.659
44 N 1.73 -0.11 -2.29  0.232
45 C 0.40 -0.26 -2.44  0.799
46 N -0.40 -0.37 -1.36  -0.707
47 C -1.85 -0.60 -1.55  -0.359
48 C -2.34 0.04 -2.83  -0.970
49 C -1.52 -0.52 -3.96  -0.720
50 N -0.09 -0.33 -3.68  0.084
51 C 0.74 -0.17 -4.88  -0.717
52 H 2.30 -1.58 -4.47  0.305
53 H 2.80 -0.22 -5.48  0.383
54 H 2.65 1.31 -3.55  0.308
55 H 3.65 -0.07 -3.09  0.401
56 H 2.06 0.01 -1.35  -0.250
57 H -2.38 -0.18 -0.70  0.196
58 H -2.05 -1.68 -1.56  0.216
59 H -2.23 1.12 -2.78  0.331
60 H -3.40 -0.19 -2.98  0.405
61 H -1.75 -0.02 -4.90  0.539
62 H -1.73 -1.59 -4.09  0.288
63 H 0.65 0.86 -5.24  0.331
64 H 0.34 -0.82 -5.66  0.483

Summary:
- E: -2243.4776 hartree
- Kohn-Sham gap: 8.2 eV
- Total charge: +2
- M: 724.7 g mol⁻¹
- Energy relative to the best compared isomer or geometry (same formula, charge and spin): 0.4 kcal per mole

- E of number 5 (C17H21BCdN6O3S)?
  -1804.6923 hartree

Repeat the fourth record exactly.
The following is a quantum chemistry calculation of a single C4H9NO2 molecule, from the Open Molecules 2025 dataset.

Each line ends with the Mulliken charge.
Cartesian coordinates (Å):
1 C 1.24 1.72 -0.61  -1.306
2 C 0.91 0.27 -0.28  0.528
3 O 1.03 0.05 1.12  -0.572
4 C -0.52 -0.08 -0.68  -0.792
5 C -0.93 -1.54 -0.56  0.399
6 N -0.66 -2.10 0.66  -0.377
7 O -1.50 -2.13 -1.46  -0.626
8 H 0.58 2.38 -0.03  0.318
9 H 1.11 1.93 -1.67  0.356
10 H 2.28 1.95 -0.34  0.372
11 H 1.59 -0.40 -0.82  0.258
12 H 1.96 0.13 1.36  0.326
13 H -1.20 0.49 -0.02  0.362
14 H -0.72 0.23 -1.71  0.307
15 H -1.29 -2.81 0.99  0.222
16 H -0.15 -1.55 1.33  0.226

Summary:
- E: -363.0691 hartree
- Kohn-Sham gap: 10.3 eV
- M: 103.1 g mol⁻¹
- Energy relative to the best compared isomer or geometry (same formula, charge and spin): 10.3 kcal per mole
- SMILES: C[C@@H](O)CC(N)=O

- Number 5 is which compound?
  C17H21BCdN6O3S